# 1
{
  "formula": "C14H33FNO4Ti",
  "method": "ωB97M-V with the def2-TZVPD basis set",
  "energy_ev": -50533.8486,
  "homo_energy_ev": -11.210,
  "fmax_ev_per_a": 4.89,
  "charge": 3,
  "e_lumo_ev": -9.58,
  "elements": ["Ti", "F", "C", "C", "C", "C", "C", "C", "N", "O", "C", "C", "C", "H", "H", "H", "H", "H", "H", "H", "H", "H", "H", "H", "H", "H", "H", "H", "H", "H", "H", "H", "C", "C", "C", "O", "H", "H", "H", "H", "H", "H", "H", "H", "C", "C", "O", "O", "H", "H", "H", "H", "H", "H"],
  "coordinates": [[8.48114, 10.21258, 7.44648], [9.54724, 9.52192, 8.88393], [16.65705, 5.73137, 15.35602], [17.83467, 7.99522, 15.34527], [16.50448, 8.66895, 15.61569], [16.49487, 10.13835, 16.01635], [15.97107, 11.27350, 14.92095], [15.08963, 12.07620, 15.76591], [17.78349, 6.68068, 15.29588], [18.96686, 6.03298, 15.00835], [13.65028, 11.73484, 15.83992], [15.59567, 13.19027, 16.46466], [19.05225, 8.72106, 14.96023], [15.84475, 6.21408, 15.95616], [16.89220, 4.89298, 16.02437], [16.18546, 5.45601, 14.39212], [15.86374, 8.42820, 14.73488], [15.86123, 8.10543, 16.34260], [17.46365, 10.44955, 16.30167], [15.80771, 10.27586, 16.87778], [15.57066, 10.73791, 14.13414], [16.89651, 11.73220, 14.72272], [13.33259, 10.94983, 15.12654], [13.32237, 11.45411, 16.80307], [13.20524, 12.68398, 15.65908], [14.84531, 13.83425, 17.03343], [16.52497, 12.99325, 16.94737], [15.85697, 13.82470, 15.52659], [19.33130, 9.66581, 15.38995], [18.77314, 9.02304, 13.92376], [19.86877, 7.96754, 14.93482], [18.77524, 5.20165, 14.55266], [5.13126, 15.43936, 11.57095], [6.00285, 15.42795, 10.38628], [5.98569, 14.21068, 9.55130], [7.80022, 11.70506, 6.48359], [4.74639, 16.38891, 11.92091], [5.90667, 15.06672, 12.30556], [4.31896, 14.69964, 11.54347], [6.51599, 16.31899, 10.06596], [5.39260, 13.45610, 10.05564], [6.98217, 13.81094, 9.39090], [5.72231, 14.62695, 8.59106], [7.64914, 12.47556, 7.16184], [6.37696, 7.58299, 6.13349], [5.72673, 8.58115, 7.16959], [6.90794, 8.85587, 8.01892], [7.66248, 8.28068, 5.88169], [5.84349, 7.40843, 5.28585], [6.71943, 6.59310, 6.51030], [4.91285, 8.03085, 7.74279], [5.37491, 9.59822, 6.85993], [6.58376, 9.48238, 8.66925], [7.61495, 8.24500, 4.90107]],
  "forces_ev_per_angstrom": [[-0.011, -1.328, 0.220], [-0.543, 1.006, -1.223], [-1.984, 1.067, 1.771], [-1.599, -1.150, 0.740], [-1.687, -0.966, -0.295], [-1.920, 0.678, 0.028], [1.351, -0.956, 3.080], [-1.245, -1.813, -0.898], [0.641, -0.007, -0.949], [0.354, 0.564, 0.290], [1.220, -0.860, -1.716], [-1.194, 2.895, -0.669], [0.369, -1.283, -1.355], [0.568, -0.261, -0.683], [0.521, 0.014, -0.696], [0.919, 0.163, 0.279], [0.527, 0.633, 0.005], [1.164, 0.393, -0.098], [0.876, 0.428, 0.536], [0.758, -0.523, -0.139], [-1.187, -0.615, -1.690], [0.775, 1.032, -0.916], [0.195, 0.664, 0.273], [-0.150, -0.160, 1.493], [-1.017, 0.888, -0.343], [1.122, -1.251, -0.397], [0.888, 0.118, 0.438], [0.005, -0.467, 1.167], [-0.150, 0.047, 0.912], [0.476, -0.327, 0.089], [-0.231, 1.114, -0.143], [-0.256, -0.110, -0.065], [0.793, -0.263, -0.262], [-1.949, -1.134, 0.060], [0.796, 1.171, 1.838], [0.205, 1.640, 2.628], [0.340, 0.309, -0.010], [-0.516, 0.185, 0.043], [0.455, 0.058, -0.082], [0.459, 0.181, 0.074], [-0.409, -0.104, -0.744], [0.612, -0.086, -0.169], [-0.658, -0.332, -0.822], [0.280, -1.983, -2.120], [2.484, 1.798, 3.804], [0.240, -1.660, 0.303], [-1.477, 0.121, 0.345], [-1.085, -0.478, -2.412], [-1.585, -0.029, -2.538], [-0.901, 0.745, 0.523], [1.085, 0.869, -0.378], [0.130, -1.257, -0.617], [0.010, 0.020, 0.762], [1.137, 0.601, 0.730]]
}

=====

# 2
{
  "formula": "C2H8Br2Si3",
  "method": "ωB97M-V with the def2-TZVPD basis set",
  "energy_ev": -165920.1400,
  "homo_energy_ev": [-8.286, -8.065],
  "fmax_ev_per_a": 2.69,
  "charge": 0,
  "relative_energy_kcal_mol": 77.6,
  "e_lumo_ev": [-1.24, -1.43],
  "elements": ["C", "C", "Si", "Si", "Si", "Br", "Br", "H", "H", "H", "H", "H", "H", "H", "H"],
  "coordinates": [[-1.64894, -0.42804, -0.41379], [1.20334, -0.63647, 0.85911], [0.21019, -0.49631, -0.75670], [-2.42733, 1.23822, -0.07713], [2.37535, 0.76254, 1.54504], [-4.73753, 0.79499, 0.14175], [3.54658, 1.40372, -0.31170], [-2.16306, -0.65502, -1.35368], [-1.90974, -1.39307, 0.19352], [0.66738, -1.15973, 1.73884], [2.15875, -1.26864, 0.59268], [0.63888, -1.63172, -1.85519], [0.57750, 0.74389, -1.36259], [-2.04225, 2.20330, -1.31213], [3.55087, 0.52231, 2.37196]],
  "forces_ev_per_angstrom": [[-0.015, -2.218, 0.395], [1.938, -1.391, 1.251], [0.355, -1.194, -0.460], [-0.589, 0.334, -0.467], [-1.009, 0.529, -1.646], [1.303, 0.408, -0.275], [-0.328, -0.022, 0.305], [0.109, -0.032, -0.380], [0.194, 2.112, -0.498], [0.799, 0.714, -1.449], [-1.789, 0.424, 0.383], [-0.664, 1.215, 1.588], [0.248, 0.878, -0.515], [-0.630, -1.064, 1.194], [0.080, -0.693, 0.573]]
}

=====

# 3
{
  "formula": "C6H10O",
  "method": "ωB97M-V with the def2-TZVPD basis set",
  "energy_ev": -8426.1783,
  "homo_energy_ev": -8.685,
  "fmax_ev_per_a": 1.31,
  "charge": 0,
  "relative_energy_kcal_mol": 116.7,
  "e_lumo_ev": 0.83,
  "elements": ["C", "C", "C", "C", "O", "C", "C", "H", "H", "H", "H", "H", "H", "H", "H", "H", "H"],
  "coordinates": [[1.65788, -0.54661, -0.37723], [0.55712, 0.25874, 0.26275], [-0.14404, 1.39246, -0.06992], [-1.42982, 0.68621, 0.01526], [-1.65028, -0.40944, -0.95917], [-1.29111, -1.41754, 0.00410], [-0.67330, -0.36077, 0.87510], [2.16283, -1.24768, 0.29398], [2.40517, 0.05250, -0.90080], [1.14343, -1.14140, -1.14766], [1.92352, 1.60223, 0.52611], [0.04502, 2.45711, -0.04425], [1.94533, 2.04816, -0.08968], [-2.37068, 1.19872, 0.20848], [-0.60934, -2.18283, -0.38329], [-2.17304, -1.88163, 0.45338], [-0.76689, -0.29252, 1.95980]],
  "forces_ev_per_angstrom": [[0.068, 0.073, 0.131], [-0.406, -0.286, -0.404], [-0.190, -0.027, 0.254], [-0.353, 0.334, 0.464], [-0.239, 0.051, -0.118], [-0.109, -0.427, -0.012], [-0.178, -0.471, 0.209], [-0.099, 0.152, 0.046], [-0.148, -0.003, 0.203], [0.179, 0.052, 0.194], [0.767, 0.993, -0.386], [0.220, -0.108, -0.916], [0.751, 0.107, 0.548], [-0.057, -0.159, 0.233], [-0.254, 0.059, -0.099], [-0.063, -0.065, -0.159], [0.111, -0.276, -0.187]]
}

=====

# 4
{
  "formula": "C47H52AsBrCl2N7O3RbS3",
  "method": "ωB97M-V with the def2-TZVPD basis set",
  "energy_ev": -255243.5167,
  "homo_energy_ev": -2.044,
  "fmax_ev_per_a": 0.74,
  "charge": -2,
  "relative_energy_kcal_mol": 54.5,
  "e_lumo_ev": 3.49,
  "elements": ["Rb", "C", "N", "C", "C", "N", "C", "C", "C", "C", "C", "C", "C", "S", "C", "C", "C", "C", "C", "C", "S", "H", "H", "H", "H", "H", "H", "H", "H", "H", "H", "H", "H", "H", "H", "H", "H", "H", "H", "N", "C", "C", "C", "C", "N", "C", "N", "N", "C", "O", "O", "H", "H", "H", "H", "H", "H", "H", "H", "H", "H", "H", "H", "H", "H", "S", "C", "C", "C", "C", "C", "C", "As", "C", "C", "C", "C", "C", "C", "C", "C", "C", "C", "C", "C", "H", "H", "H", "H", "H", "H", "H", "H", "H", "H", "H", "H", "H", "H", "O", "C", "Cl", "C", "Cl", "H", "H", "Br", "C", "C", "C", "N", "C", "C", "H", "H", "H", "H"],
  "coordinates": [[-0.70603, -0.83973, 1.07993], [3.23287, -1.68145, 2.24633], [3.44379, -1.94271, 0.82369], [3.58200, -3.34943, 0.51654], [2.38320, -4.22063, 0.88487], [1.16004, -4.02680, 0.11475], [0.02351, -4.63831, 0.80272], [1.21740, -4.10097, -1.28421], [2.26850, -4.65887, -1.92861], [2.56884, -4.37879, -3.33733], [1.77924, -3.64873, -4.12551], [0.41993, -3.27965, -3.63528], [0.21943, -3.39017, -2.12454], [-1.54964, -3.18504, -1.82434], [4.13776, -1.02958, 0.02077], [5.16328, -1.47688, -0.83692], [5.82552, -0.64416, -1.72622], [5.50539, 0.70162, -1.78469], [4.52697, 1.17404, -0.92061], [3.83853, 0.36028, -0.00652], [2.68632, 1.16885, 1.06056], [3.85660, -2.37131, 2.84007], [2.19520, -1.80553, 2.55394], [3.49806, -0.66645, 2.50061], [4.45266, -3.77864, 1.04300], [3.74671, -3.44898, -0.54214], [2.11250, -4.03911, 1.92547], [2.72053, -5.26945, 0.83777], [0.21908, -5.70442, 1.00066], [-0.87642, -4.54886, 0.20905], [-0.14226, -4.14751, 1.76152], [3.00997, -5.21354, -1.36885], [3.51992, -4.73923, -3.71875], [2.05037, -3.40493, -5.14838], [-0.31777, -3.83364, -4.22132], [5.46704, -2.51378, -0.81165], [6.58649, -1.06394, -2.37431], [5.98521, 1.36954, -2.49165], [4.22762, 2.21392, -0.97252], [-1.04504, 1.46965, 2.99765], [0.31207, 1.70024, 3.50818], [0.35988, 2.72387, 4.64631], [1.73193, 3.30849, 5.02519], [2.65706, 3.62598, 3.84015], [3.48407, 2.45885, 3.57779], [4.17408, 2.28728, 2.40810], [5.26424, 1.40270, 2.50519], [4.47603, 3.45443, 1.68934], [0.94773, 0.33652, 3.89850], [2.08020, 0.38039, 4.46235], [0.29117, -0.69426, 3.63222], [-1.63182, 2.28539, 3.11182], [-1.46361, 0.70341, 3.51538], [0.91546, 2.09002, 2.68480], [-0.11991, 2.29954, 5.53397], [-0.27061, 3.56140, 4.32036], [2.26335, 2.61945, 5.68207], [1.55858, 4.22710, 5.59076], [3.29958, 4.47883, 4.07500], [2.04581, 3.91989, 2.97046], [3.04787, 1.59228, 3.94238], [5.06436, 0.67576, 3.17856], [5.48968, 0.98145, 1.61027], [3.63110, 3.93793, 1.42038], [5.00519, 3.23496, 0.85785], [-4.27516, -1.19206, 1.71241], [-5.33931, -0.01081, 1.00439], [-6.61380, 0.24720, 1.55468], [-7.49960, 1.13370, 0.96617], [-7.15042, 1.81181, -0.19867], [-5.89219, 1.59390, -0.74253], [-4.98270, 0.71418, -0.15469], [-3.19068, 0.38567, -0.90489], [-3.78257, -0.65937, -2.45338], [-4.98594, -1.36180, -2.43504], [-5.35603, -2.15473, -3.51543], [-4.52903, -2.25288, -4.62861], [-3.31528, -1.57810, -4.64312], [-2.94079, -0.80217, -3.55648], [-3.11803, 2.17720, -1.76179], [-2.91054, 3.23527, -0.87369], [-2.85180, 4.54783, -1.31141], [-2.98564, 4.83550, -2.66684], [-3.19359, 3.79741, -3.56244], [-3.26787, 2.47985, -3.11105], [-6.89081, -0.28710, 2.45540], [-8.47463, 1.29676, 1.41568], [-7.84210, 2.49763, -0.67362], [-5.61654, 2.12341, -1.64518], [-5.63352, -1.29376, -1.56797], [-6.29196, -2.70029, -3.48400], [-4.81474, -2.87659, -5.46779], [-2.63348, -1.69302, -5.47609], [-1.96005, -0.34201, -3.55371], [-2.79126, 3.01210, 0.18212], [-2.68890, 5.35066, -0.60109], [-2.92459, 5.85926, -3.01910], [-3.30636, 4.01020, -4.62016], [-3.45515, 1.68882, -3.82354], [0.09245, -1.88356, -3.60360], [-0.15205, -1.90375, -2.12989], [-1.69818, -2.86207, 3.78119], [-3.24722, -3.70735, 3.72240], [-3.06219, -5.46065, 3.41097], [-3.84553, -3.27224, 2.93251], [-3.72467, -3.60031, 4.68460], [3.06311, 4.35736, -3.27097], [1.76227, 3.33223, -2.32678], [1.21535, 3.84459, -1.16708], [0.31343, 3.03701, -0.49127], [-0.07521, 1.83982, -0.91628], [0.46624, 1.37390, -2.04292], [1.40888, 2.08224, -2.78541], [1.49157, 4.82003, -0.78894], [-0.13083, 3.38509, 0.44088], [0.17440, 0.36640, -2.33572], [1.84644, 1.64904, -3.67523]],
  "forces_ev_per_angstrom": [[0.067, -0.183, -0.579], [0.185, -0.190, -0.017], [-0.136, 0.072, -0.027], [-0.175, 0.171, 0.095], [-0.127, 0.036, -0.071], [-0.072, 0.164, 0.104], [0.150, -0.034, -0.069], [0.028, 0.051, -0.007], [0.070, 0.005, -0.158], [0.057, -0.029, 0.106], [-0.078, 0.029, 0.015], [0.173, 0.080, 0.154], [-0.294, 0.130, -0.014], [-0.032, -0.222, 0.269], [0.155, -0.078, 0.068], [-0.031, -0.021, 0.038], [-0.039, 0.019, 0.020], [-0.068, -0.022, 0.072], [-0.033, -0.137, 0.007], [0.072, 0.335, -0.014], [0.011, -0.063, -0.236], [-0.023, 0.026, -0.039], [-0.014, -0.017, -0.012], [-0.018, 0.010, -0.001], [0.050, -0.044, 0.011], [0.093, -0.006, -0.237], [0.004, -0.026, 0.059], [0.010, -0.073, 0.000], [-0.004, -0.021, -0.021], [-0.062, 0.043, -0.077], [0.009, 0.024, 0.031], [0.021, 0.025, -0.013], [0.006, -0.021, 0.012], [0.022, -0.031, 0.043], [-0.170, -0.044, -0.060], [-0.054, -0.004, 0.034], [0.003, 0.016, 0.017], [-0.027, -0.032, 0.042], [-0.036, 0.023, -0.021], [0.199, 0.104, 0.132], [-0.074, -0.316, 0.049], [0.013, 0.189, -0.052], [-0.017, -0.035, -0.072], [-0.043, -0.136, -0.025], [0.191, 0.247, -0.245], [0.130, 0.092, 0.214], [-0.159, 0.150, -0.029], [0.000, -0.023, 0.195], [0.048, -0.308, 0.148], [-0.376, -0.085, -0.106], [0.372, 0.375, 0.337], [-0.018, 0.057, -0.008], [-0.062, -0.036, -0.046], [0.040, -0.006, -0.063], [0.023, 0.018, 0.005], [-0.031, 0.014, 0.037], [-0.012, 0.012, 0.018], [0.006, 0.026, 0.022], [0.020, 0.014, -0.006], [0.021, -0.047, -0.013], [-0.108, -0.179, 0.082], [-0.012, -0.037, 0.039], [-0.022, -0.035, -0.033], [-0.069, -0.031, -0.094], [0.057, -0.033, -0.065], [0.059, 0.038, 0.043], [-0.012, 0.071, -0.046], [-0.028, 0.040, -0.089], [0.077, -0.068, 0.053], [0.058, -0.054, 0.014], [0.042, -0.062, 0.115], [-0.081, -0.028, 0.078], [-0.576, 0.365, -0.294], [-0.036, -0.108, -0.107], [0.002, 0.031, -0.044], [0.081, 0.040, -0.042], [0.009, 0.040, 0.087], [-0.080, -0.045, 0.046], [-0.018, 0.073, 0.092], [-0.003, 0.077, -0.035], [-0.005, -0.036, -0.051], [0.004, -0.017, -0.055], [0.006, -0.049, 0.000], [-0.004, -0.022, 0.067], [0.043, 0.043, 0.078], [-0.006, -0.003, -0.001], [0.017, -0.017, 0.011], [0.002, 0.004, 0.001], [0.035, 0.019, -0.047], [0.013, -0.004, -0.038], [-0.004, -0.008, 0.008], [-0.010, -0.005, -0.001], [0.023, 0.021, -0.013], [0.010, 0.011, -0.019], [0.006, 0.028, 0.031], [-0.003, -0.008, 0.013], [-0.007, -0.021, 0.013], [0.005, -0.021, 0.018], [0.008, -0.074, -0.048], [-0.176, -0.044, 0.053], [0.614, -0.072, -0.045], [-0.095, -0.084, 0.119], [0.198, -0.044, -0.055], [0.016, 0.082, 0.018], [-0.072, -0.019, -0.101], [-0.060, -0.004, 0.102], [-0.005, -0.005, -0.003], [0.095, 0.018, -0.006], [0.011, -0.007, 0.063], [-0.207, 0.002, -0.045], [0.248, 0.021, -0.013], [0.064, 0.017, 0.135], [-0.051, -0.036, 0.011], [-0.011, -0.029, -0.015], [0.054, -0.059, -0.094], [-0.026, 0.036, 0.047], [-0.030, 0.026, 0.047]]
}